(1)
Computed, not measured: a cluster of 4 separate species, C2H13N2O3 in total in a non-equilibrium geometry, with the ωB97M-V functional and the def2-TZVPD basis.

As for the total charge: +1. As for the HOMO energy: -11.75 eV. As for the HOMO-LUMO gap: 8.795 eV. The calculation puts the strongest force on any atom at 3.434 eV/A.

XYZ file:
```
20
C2H13N2O3, DFT the ωB97M-V functional and the def2-TZVPD basis
C -1.826 0.387 0.161
C -0.969 0.039 -0.847
N 0.322 0.673 -0.975
N -3.000 -0.319 0.277
H -1.617 1.234 0.794
H -1.198 -0.818 -1.466
H 0.437 1.439 -1.641
H 0.833 0.895 -0.011
H 1.131 0.060 -1.414
H -3.267 -0.963 -0.441
H -3.330 -0.334 1.222
H 3.149 -0.758 -1.838
H 2.030 -1.957 -1.533
O 2.292 -1.028 -1.503
H 1.775 1.649 1.629
H 2.316 2.473 0.410
O 2.047 1.595 0.703
H -0.913 -1.343 2.787
H 0.124 -1.824 1.620
O -0.337 -1.099 2.065
```

(2)
Computed, not measured: a structure of composition C43H58AsBN9S2Zr in a non-equilibrium geometry, with the ωB97M-V functional and the def2-TZVPD basis.

As for the total charge: +1. As for the HOMO energy: -9.58 eV. As for the HOMO-LUMO gap: 6.986 eV. The calculation puts the strongest force on any atom at 1.217 eV/A.

XYZ file:
```
115
C43H58AsBN9S2Zr, DFT the ωB97M-V functional and the def2-TZVPD basis
Zr 0.451 0.253 -0.385
C -4.489 2.357 0.702
C -3.554 1.239 1.032
C -3.750 0.188 1.893
C -2.609 -0.624 1.789
N -1.725 -0.052 0.955
N -2.346 1.076 0.468
B -1.799 1.942 -0.681
N -0.335 2.452 -0.322
N 0.186 2.202 0.942
C 0.933 3.254 1.255
C 0.940 4.174 0.188
C 0.158 3.640 -0.795
C -0.219 4.183 -2.120
C 1.565 3.433 2.617
C 2.733 2.462 2.827
C 2.080 4.869 2.747
C 0.491 3.180 3.683
N -1.788 1.064 -1.945
N -1.305 -0.226 -1.834
C -1.736 -0.882 -2.913
C -2.469 -0.016 -3.729
C -2.488 1.201 -3.084
C -3.179 2.460 -3.497
C -1.530 -2.359 -3.138
C -2.841 -2.979 -3.641
C -1.161 -3.023 -1.818
C -0.438 -2.555 -4.198
C -2.535 -1.972 2.505
C -2.401 -1.729 4.015
C -1.431 -2.930 2.055
C -3.861 -2.708 2.223
H -5.390 2.254 1.302
H -4.047 3.332 0.908
H -4.777 2.336 -0.350
H -4.636 0.012 2.482
H -2.500 2.892 -0.849
H 1.468 5.112 0.134
H 0.316 5.112 -2.306
H 0.032 3.460 -2.899
H -1.292 4.383 -2.161
H 3.330 2.333 1.923
H 3.383 2.830 3.624
H 2.369 1.480 3.127
H 2.904 5.063 2.056
H 1.289 5.599 2.558
H 2.450 5.026 3.761
H 0.054 2.183 3.576
H 0.934 3.260 4.679
H -0.321 3.907 3.609
H -2.951 -0.250 -4.664
H -3.835 2.248 -4.338
H -3.778 2.879 -2.689
H -2.463 3.221 -3.811
H -3.659 -2.798 -2.939
H -3.131 -2.578 -4.614
H -2.713 -4.058 -3.750
H -1.976 -2.915 -1.094
H -0.955 -4.086 -1.956
H -0.270 -2.573 -1.389
H -0.739 -2.091 -5.140
H 0.506 -2.102 -3.889
H -0.270 -3.621 -4.378
H -1.477 -1.188 4.244
H -3.236 -1.140 4.398
H -2.382 -2.684 4.548
H -0.492 -2.765 2.585
H -1.725 -3.949 2.307
H -1.277 -2.912 0.970
H -4.733 -2.096 2.445
H -3.920 -3.011 1.174
H -3.913 -3.607 2.841
N 0.899 -0.580 1.811
N 2.093 -1.039 2.414
C 3.272 -0.508 2.041
N 4.260 -0.864 2.851
S 2.651 1.243 -1.028
H 0.497 0.159 2.385
H 0.243 -1.351 1.817
H 1.939 -1.462 3.329
H 4.179 -1.523 3.620
H 5.199 -0.619 2.588
S 1.347 0.926 -2.607
C 6.838 -2.427 0.470
C 5.878 -3.317 0.931
C 4.546 -3.164 0.564
C 4.174 -2.123 -0.273
C 5.135 -1.232 -0.739
C 6.462 -1.381 -0.365
As 2.330 -1.915 -0.907
C 1.792 -3.763 -0.643
C 1.286 -4.332 0.513
C 0.964 -5.683 0.531
C 1.154 -6.450 -0.614
C 1.666 -5.875 -1.770
C 1.987 -4.522 -1.792
C 2.532 -3.775 -2.949
C 2.821 -4.324 -4.195
C 3.334 -3.521 -5.202
C 3.571 -2.169 -4.970
C 3.279 -1.611 -3.733
C 2.751 -2.415 -2.737
H 7.876 -2.554 0.750
H 6.164 -4.142 1.572
H 3.812 -3.867 0.935
H 4.849 -0.411 -1.382
H 7.205 -0.686 -0.736
H 1.148 -3.737 1.408
H 0.577 -6.140 1.434
H 0.905 -7.503 -0.604
H 1.810 -6.487 -2.652
H 2.649 -5.378 -4.381
H 3.553 -3.950 -6.172
H 3.984 -1.547 -5.755
H 3.447 -0.558 -3.562
```

(3)
Computed, not measured: a structure of composition C23H47O11PdS5 in a non-equilibrium geometry, with the ωB97M-V functional and the def2-TZVPD basis.

As for the total charge: +1. As for the HOMO energy (alpha / beta): -12.03 / -12.03 eV. The multiplicity is 3. As for the HOMO-LUMO gap (alpha / beta): 7.664 / 5.476 eV. The calculation puts the strongest force on any atom at 5.678 eV/A.

XYZ file:
```
87
C23H47O11PdS5, DFT the ωB97M-V functional and the def2-TZVPD basis
Pd 1.941 -2.491 -3.641
C 0.887 -1.727 0.138
C -0.049 -1.280 -1.073
C -0.641 0.112 -0.868
O 0.597 -1.355 -2.312
H 1.771 -1.092 0.200
H 1.119 -2.790 0.075
H 0.258 -1.776 1.026
H -0.875 -1.991 -1.041
H 0.022 0.976 -0.809
H -1.099 0.151 0.120
H -1.506 0.320 -1.498
C -4.278 -0.733 -4.268
C -4.635 0.699 -4.863
C -3.475 1.671 -4.623
S -2.081 0.668 -5.182
O -0.966 1.205 -4.431
O -2.149 0.800 -6.647
C -2.795 -0.898 -4.503
H -4.927 -1.473 -4.736
H -4.471 -0.841 -3.201
H -5.499 0.942 -4.245
H -4.973 0.546 -5.888
H -3.274 1.838 -3.565
H -3.505 2.627 -5.146
H -2.230 -1.151 -3.605
H -2.483 -1.576 -5.297
C 3.397 0.410 2.118
C 2.375 1.280 1.372
C 1.983 2.511 2.196
S 2.095 2.050 3.981
O 0.828 1.850 4.552
O 3.171 2.842 4.603
C 2.846 0.245 3.612
H 4.306 1.004 2.213
H 3.610 -0.541 1.631
H 1.441 0.723 1.290
H 2.923 1.513 0.459
H 0.947 2.843 2.130
H 2.795 3.237 2.231
H 2.071 -0.484 3.847
H 3.639 -0.032 4.307
C 4.818 -3.717 0.442
C 5.473 -3.207 -0.758
C 5.510 -4.364 -1.808
S 3.816 -4.890 -1.834
O 3.671 -6.284 -2.246
O 3.024 -3.837 -2.393
C 3.677 -4.638 -0.017
H 4.408 -2.946 1.093
H 5.597 -4.206 1.026
H 6.459 -2.839 -0.474
H 4.916 -2.365 -1.171
H 6.231 -5.165 -1.646
H 5.691 -4.137 -2.859
H 3.772 -5.667 0.328
H 2.629 -4.390 0.151
C -1.768 3.663 0.404
C -1.216 4.014 -0.945
C -0.277 5.239 -1.066
S -0.319 6.100 0.618
O -0.741 7.519 0.558
O 0.863 5.792 1.318
C -1.754 5.010 1.168
H -1.120 2.946 0.910
H -2.787 3.347 0.183
H -2.026 4.241 -1.638
H -0.671 3.163 -1.355
H -0.811 5.991 -1.648
H 0.688 5.034 -1.529
H -2.608 5.455 0.658
H -1.721 4.941 2.255
C -2.025 -2.371 3.164
C -1.559 -1.047 3.754
C -2.727 -0.051 3.598
S -4.268 -1.060 3.876
O -5.412 -0.498 3.226
O -4.253 -1.582 5.239
C -3.556 -2.371 2.715
H -2.088 -3.090 3.981
H -1.255 -2.816 2.535
H -0.697 -0.635 3.229
H -1.229 -1.139 4.788
H -2.780 0.351 2.587
H -2.859 0.750 4.326
H -3.637 -1.822 1.777
H -4.193 -3.250 2.818
```

(4)
Computed, not measured: a structure of composition C29H33F6INO3Ta in a non-equilibrium geometry, with the ωB97M-V functional and the def2-TZVPD basis.

As for the total charge: +2. As for the HOMO energy: -14.10 eV. As for the HOMO-LUMO gap: 6.567 eV. The calculation puts the strongest force on any atom at 1.551 eV/A.

XYZ file:
```
74
C29H33F6INO3Ta, DFT the ωB97M-V functional and the def2-TZVPD basis
Ta 0.486 0.335 -0.298
C -2.709 -3.400 -2.301
C -2.504 -2.249 -1.360
C -2.704 -0.926 -1.775
C -3.221 -0.594 -3.149
C -2.487 0.117 -0.873
C -2.926 1.500 -1.267
C -1.993 -0.136 0.443
C -2.297 0.905 1.519
C -1.848 -1.502 0.862
C -1.507 -1.818 2.293
C -2.148 -2.533 -0.025
C -2.155 -3.967 0.436
H -3.729 -3.788 -2.222
H -2.031 -4.218 -2.069
H -2.536 -3.123 -3.335
H -2.485 -0.020 -3.719
H -4.121 0.018 -3.087
H -3.476 -1.472 -3.729
H -4.016 1.560 -1.200
H -2.661 1.736 -2.296
H -2.525 2.268 -0.618
H -1.998 1.917 1.257
H -1.845 0.661 2.474
H -3.379 0.921 1.670
H -2.423 -1.929 2.880
H -0.912 -1.039 2.760
H -0.954 -2.751 2.379
H -1.228 -4.487 0.177
H -2.966 -4.517 -0.038
H -2.296 -4.054 1.509
N 2.614 0.264 -1.188
C 3.037 -0.692 -2.284
C 2.004 -0.871 -3.400
C 0.738 -1.413 -2.788
O 0.291 -2.514 -2.820
O 0.188 -0.424 -2.013
H 2.784 1.205 -1.542
H 3.291 0.165 -0.429
H 3.245 -1.648 -1.812
H 3.970 -0.320 -2.704
H 2.411 -1.557 -4.140
H 1.780 0.084 -3.878
I 1.356 -2.570 0.172
C 2.398 -1.975 1.878
C 3.269 -2.836 2.486
C 3.867 -2.458 3.701
C 3.528 -1.267 4.280
C 2.607 -0.392 3.661
C 2.189 0.795 4.313
C 1.253 1.612 3.746
C 0.761 1.321 2.465
C 1.157 0.198 1.730
C 2.051 -0.713 2.397
H 3.490 -3.804 2.055
H 4.568 -3.127 4.179
H 3.951 -0.984 5.236
H 2.612 1.032 5.281
H 0.908 2.500 4.260
H 0.065 2.036 2.051
C -0.797 4.123 -1.474
C 0.422 3.540 -0.778
O 0.221 2.180 -0.400
C 0.705 4.326 0.524
F 1.756 3.832 1.184
F -0.361 4.227 1.328
F 0.928 5.604 0.258
C 1.624 3.588 -1.745
F 1.797 4.779 -2.269
F 2.774 3.216 -1.148
F 1.413 2.697 -2.741
H -1.644 4.144 -0.793
H -1.043 3.533 -2.353
H -0.583 5.145 -1.782
```

(5)
Computed, not measured: an isolated molecule of C4H12N4 in a non-equilibrium geometry, with the ωB97M-V functional and the def2-TZVPD basis.

As for the total charge: 0. As for the HOMO energy (alpha / beta): -5.90 / -5.90 eV. As for the HOMO-LUMO gap (alpha / beta): 6.651 / 6.652 eV. The calculation puts the strongest force on any atom at 2.627 eV/A.

XYZ file:
```
20
C4H12N4, DFT the ωB97M-V functional and the def2-TZVPD basis
C 2.060 0.308 -0.806
C -0.112 0.653 1.220
C -0.361 2.140 1.278
N 1.383 -0.846 -0.975
C 0.083 -1.046 -0.708
N -2.027 -0.111 -0.264
N -0.476 -2.350 -0.707
N -0.631 0.046 -0.281
H 1.931 -1.688 -1.100
H -2.402 0.217 -1.147
H -2.297 -1.082 -0.105
H -0.075 -2.979 -0.018
H -0.484 -2.804 -1.617
H 1.509 1.224 -0.910
H 3.110 0.287 -1.058
H 0.905 0.370 1.466
H -0.797 0.091 1.861
H -0.415 2.490 2.312
H 0.415 2.696 0.751
H -1.317 2.382 0.809
```